1.
Below is a 2-piece molecular cluster, C4H6O2 overall at a distorted geometry, with properties calculated with ωB97M-V/def2-TZVPD.

Output
**LUMO energy**: 0.1 eV
**E_tot**: -8337.5033 eV
**Charge**: 0
**Gap between HOMO and LUMO**: 9.866 eV
**SMILES string**: O=C1CC(=O)C1.[H][H]
**HOMO level**: -9.758 eV
**ΔE to the lowest compared entry with this formula, charge and spin**: 68.2 kcal/mol

XYZ file:
```
12
Properties=species:S:1:pos:R:3:forces:R:3
O -0.05944 0.95991 1.79144 0.74 -0.65 -0.89
O 0.94309 -1.29349 -1.97639 -0.22 0.44 0.71
C 0.05255 0.37241 0.73927 1.05 0.43 1.35
C 0.56249 0.80945 -0.64598 0.01 0.15 0.05
C 0.62587 -0.68814 -0.98765 0.27 -0.44 -0.69
C 0.08746 -1.12624 0.38370 -0.05 -0.06 0.15
H -1.80255 0.89443 0.89011 -1.14 -0.24 -1.01
H 0.79741 -1.66146 1.03163 -0.12 0.04 -0.28
H -0.09326 1.41115 -1.29800 0.12 -0.24 0.38
H -1.95599 0.58938 0.21244 -0.80 0.36 0.35
H -0.85582 -1.69924 0.35243 0.29 0.40 0.06
H 1.52968 1.32408 -0.55306 -0.15 -0.19 -0.17
```
Forces are in eV/Å.

2.
Below is C13H8N2O5SSn as an isolated structure, with properties calculated with ωB97M-V/def2-TZVPD.

Output
**LUMO energy**: -0.4 eV
**E_tot**: -43493.3966 eV
**Charge**: 0
**Gap between HOMO and LUMO**: 7.936 eV
**HOMO level**: -8.361 eV
**ΔE to the lowest compared entry with this formula, charge and spin**: 0.0 kcal/mol

XYZ file:
```
30
Properties=species:S:1:pos:R:3:forces:R:3
Sn 1.13800 -1.87643 -1.71462 -0.24 0.48 -0.17
S 3.62753 -1.91314 -0.84890 0.02 0.12 0.13
O 1.02171 -5.68852 -1.23089 -0.02 -0.02 0.00
O 0.81058 0.24582 -1.44730 0.28 -0.22 -0.03
O -2.95769 5.14202 -0.99162 0.06 0.07 0.04
O -1.25314 -1.70022 -1.05993 -0.01 -0.07 0.20
O -4.42632 3.57657 -0.86800 -0.05 -0.07 0.05
N 1.43378 -1.81208 0.56429 0.01 0.01 -0.10
N -3.27876 3.97043 -0.95255 0.01 0.00 -0.07
C -2.53219 1.64810 -0.99854 -0.13 -0.11 0.04
C 0.85036 -4.64182 -0.86123 0.03 -0.27 0.12
C 1.20429 -1.58065 2.91344 0.02 0.00 0.04
C -1.53111 0.67462 -1.10734 0.13 0.01 0.00
C -0.16498 1.06214 -1.28476 -0.13 0.11 0.04
C 2.59549 -1.54409 3.03251 0.03 0.00 -0.04
C 0.11374 2.46021 -1.26446 0.06 -0.07 -0.03
C 2.77790 -1.77720 0.65729 0.03 -0.02 0.00
C -0.87805 3.38818 -1.14553 -0.10 0.07 0.02
C 3.38845 -1.63820 1.91093 -0.05 -0.02 0.04
C -2.21627 2.97432 -1.03258 0.12 0.07 -0.01
C -1.95484 -0.69433 -0.99119 0.01 -0.03 -0.04
C 0.66701 -1.70952 1.65650 -0.10 -0.01 -0.13
H -0.65915 4.44680 -1.13097 0.01 -0.02 -0.04
H -0.40293 -1.73654 1.48820 0.02 -0.02 -0.01
H -3.56725 1.35089 -0.88255 0.02 0.00 -0.01
H 1.14968 2.75691 -1.35974 -0.02 -0.01 0.00
H -3.03373 -0.82815 -0.80697 -0.02 -0.01 -0.02
H 3.05009 -1.43810 4.00948 0.01 0.00 -0.01
H 0.56095 -1.51111 3.77825 0.00 0.02 -0.02
H 4.46684 -1.60691 1.96879 -0.01 0.00 0.01
```
Forces are in eV/Å.

3.
Below is C11H36F6N4O14S2Y as an isolated structure at a distorted geometry, with properties calculated with ωB97M-V/def2-TZVPD.

Output
**LUMO energy (alpha / beta)**: -7.6 / -10.2 eV
**2S+1**: 2
**E_tot**: -85617.5628 eV
**Charge**: +2
**Gap between HOMO and LUMO (alpha / beta)**: 4.661 / 2.035 eV
**HOMO level (alpha / beta)**: -12.216 / -12.216 eV

XYZ file:
```
74
Properties=species:S:1:pos:R:3:forces:R:3
Y 0.30730 -2.71015 -3.89236 -1.53 2.90 3.30
S 0.38116 -1.27374 -0.47162 2.66 -0.70 3.96
S -1.47606 0.40599 -5.13622 -2.99 -1.68 -5.12
F -1.99742 3.00464 -4.82201 0.13 -1.73 1.28
F 1.51325 1.12507 0.35819 -2.13 -0.99 -2.31
F 0.90493 1.04104 -1.81636 -0.59 0.24 1.31
F -0.66161 1.29573 -0.15693 2.68 -1.16 -1.45
F -0.06338 2.44958 -4.19298 0.45 -0.60 0.94
F -1.80523 1.73711 -2.95593 0.70 1.00 -0.47
O 4.16220 -3.13803 -0.51986 0.20 -0.04 -0.35
O 2.16839 -0.93536 -3.66090 -0.41 -1.16 -0.32
O -1.51328 0.05333 2.59806 -0.11 0.53 1.01
O 1.69519 -1.81164 0.06691 -3.20 1.78 -1.54
O -1.21978 -3.14884 4.37821 -0.74 1.26 1.73
O -1.13071 0.69074 -6.53958 -0.09 0.12 2.88
O 0.15804 -1.85901 -1.82279 -0.32 0.63 -0.44
O -2.02506 -2.63045 -3.24625 0.96 -0.41 -0.76
O -3.35660 0.52686 -0.42409 0.16 -0.19 0.18
O 1.78205 4.78495 0.07499 0.05 -1.15 -1.22
O -0.72694 -1.44045 0.50699 1.41 -0.15 -2.60
O -0.39240 -0.49947 -4.54969 -0.02 -1.41 0.99
O -2.89348 -0.18153 -5.05746 4.24 1.33 1.54
O 0.07464 -4.54324 -2.21786 -0.30 3.97 -7.48
N -0.30551 6.70795 -0.41392 1.04 1.04 -0.56
N -1.28407 -0.49834 5.60063 -0.21 -2.74 -0.52
N -0.32638 -4.55012 -0.00798 -2.28 2.74 1.72
N 0.61828 -6.14999 -0.92000 2.90 -6.07 -0.79
C 0.53410 0.73048 -0.56597 0.10 -0.02 1.94
C -0.35341 -2.70279 5.40784 -2.21 -1.79 -0.41
C 3.06939 4.12298 0.07817 -0.87 0.66 0.20
C 1.20729 4.81607 -1.24799 -1.90 1.59 0.58
C -0.75381 -3.20502 3.07872 1.22 -1.04 -1.05
C -1.30373 2.02601 -4.17323 -1.55 0.40 -1.56
C -0.05881 -1.21708 5.31535 1.50 2.83 1.05
C -0.27432 5.45646 -1.13245 -0.29 -0.67 0.15
C -1.08380 5.65319 -2.48421 1.45 -0.92 1.07
C 0.06164 -5.04730 -1.15119 -0.17 0.57 4.54
C 0.97194 -0.76100 6.35682 1.02 -0.20 -0.43
H 1.79569 5.48522 -1.87577 0.23 0.01 -0.24
H -0.27518 -4.17896 2.97643 0.05 -0.34 -0.34
H 1.26251 0.25895 6.10505 -0.22 0.10 0.21
H -2.87173 0.66811 -1.23722 0.04 0.17 -0.21
H 2.00376 -0.04572 -3.97342 -0.52 0.43 -0.33
H 0.74051 -0.82236 7.42020 -0.32 -0.22 -0.16
H -2.07791 -0.70670 5.01198 -0.29 0.84 -1.08
H 0.03287 -2.50316 2.80188 -0.14 0.50 0.22
H -1.66908 -0.71037 6.50998 0.42 0.81 1.18
H 0.33520 6.69830 0.36679 -0.14 -0.56 0.64
H 0.46518 -3.41673 5.49896 0.93 0.79 -0.14
H 3.07895 3.21151 -0.51952 -0.21 -0.11 -0.11
H -0.87727 4.84424 -0.46181 0.12 -0.87 -0.29
H -1.56886 -3.13489 2.35839 -0.10 0.15 0.33
H 0.21855 7.33341 -1.00912 -0.24 0.89 -0.39
H -1.62310 -0.66160 3.22500 -0.09 -0.25 -0.42
H -1.02050 -0.33501 1.87515 -0.04 -0.21 -0.51
H -2.67595 -3.07609 -2.70404 0.02 -0.45 0.39
H 3.25734 -2.90372 -0.31356 -0.42 0.36 0.25
H -0.91240 -2.81658 6.33665 -0.15 -0.38 0.04
H 1.10469 -6.52041 -1.72393 -0.04 -0.84 0.46
H -0.86884 -3.69827 0.00594 0.15 0.04 0.43
H 3.82584 4.79899 -0.32045 0.17 0.01 0.11
H -1.27496 4.67544 -2.92642 0.04 -0.01 -0.13
H 4.10181 -4.01199 -0.90558 0.23 -0.30 0.00
H -0.45860 6.22021 -3.17394 -0.23 0.18 -0.14
H -2.05389 6.12326 -2.32278 0.31 0.17 0.21
H 3.06628 -0.91121 -3.33011 0.52 -0.31 0.32
H 1.10911 3.84971 -1.74258 0.30 -0.41 0.23
H 0.06678 -4.93253 0.84013 -0.36 0.41 -0.17
H 0.30021 -6.72415 -0.15236 0.49 -0.24 -0.37
H 3.26292 3.85748 1.11747 0.19 0.15 -0.10
H 0.42331 -0.89408 4.39268 -0.85 -0.26 -0.54
H -4.15338 0.07132 -0.69583 -0.33 0.00 -0.03
H 1.86623 -1.34311 6.13433 0.10 -0.11 0.37
H -2.53987 -2.07317 -3.82989 -0.57 1.07 -0.70
```
Forces are in eV/Å.

4.
Below is a 7-piece molecular cluster, C10H24ClO14 overall at a distorted geometry, with properties calculated with ωB97M-V/def2-TZVPD.

Output
**LUMO energy**: 2.7 eV
**E_tot**: -51941.8210 eV
**Charge**: -1
**Gap between HOMO and LUMO**: 10.195 eV
**HOMO level**: -7.472 eV
**ΔE to the lowest compared entry with this formula, charge and spin**: 0.0 kcal/mol

XYZ file:
```
49
Properties=species:S:1:pos:R:3:forces:R:3
Cl -2.03316 0.26575 -0.32146 0.70 1.02 0.73
O -2.49396 1.41394 -1.02815 -0.69 0.39 -0.03
O 3.14219 4.22968 0.81089 0.25 0.17 -0.17
O 3.28300 2.02488 1.14004 -0.11 -0.16 0.51
O 1.38472 3.07380 -4.69356 0.88 -0.26 0.65
O 1.03926 -1.58676 -2.90253 0.01 -0.02 -0.12
O -1.23559 -0.49844 -1.23854 0.23 -1.27 -0.37
O -3.11351 -0.50066 0.24429 -0.17 -0.26 -0.51
O 0.10721 3.56401 -2.96840 -0.12 -1.01 1.14
O -1.18376 0.68705 0.77837 0.18 0.02 0.14
O -4.68748 1.10880 2.18211 0.11 -0.02 -0.09
O 0.57775 -0.95269 2.50577 0.46 -0.15 -0.05
O 2.12709 2.77775 -0.59652 -0.22 -0.11 0.20
O 2.14251 4.52705 -3.13311 -0.14 -0.22 -0.13
O -0.19193 -3.32579 0.03877 1.26 -0.01 -0.30
C 1.31382 3.76586 -3.51532 0.01 0.65 -0.82
C -0.87699 -5.06341 1.53925 -0.86 0.01 0.54
C 0.23190 2.25739 -4.81625 -0.90 0.54 -0.61
C -0.39950 2.29269 -3.42724 -0.31 0.11 -0.87
C 0.04683 -0.92906 3.81407 -0.92 1.25 -0.70
C 2.89274 3.11505 0.48186 -0.85 0.37 -0.60
C -0.45117 -4.71317 0.11817 -1.31 0.29 0.47
C 1.97806 1.33977 -0.66517 0.67 0.13 -0.41
C 2.49300 0.94126 0.69583 0.11 -2.11 -0.03
C -0.14570 0.50326 4.33259 0.70 -0.59 1.07
H -1.29397 -4.94064 -0.54449 0.05 -0.24 -0.02
H 0.82317 0.97342 4.52023 -0.02 0.17 -0.41
H 0.49992 1.28022 -5.21207 0.02 0.00 0.19
H 3.11897 0.04658 0.72820 0.10 0.11 -0.41
H -0.16394 1.39649 -2.85227 0.54 0.51 0.58
H -1.48347 2.34618 -3.43536 -0.02 0.14 -0.09
H -0.42527 2.79350 -5.51746 0.03 -0.42 -0.05
H -1.71108 -4.41445 1.82991 -0.04 0.04 -0.29
H -0.77193 1.12833 3.70313 -0.01 -0.07 -0.15
H 1.05109 -2.42177 -2.42048 -0.04 0.13 0.11
H -0.16765 -4.88648 2.34871 0.52 -0.13 -0.44
H -1.28336 -6.07660 1.63214 0.31 -0.08 -0.13
H 0.01660 -0.43828 1.90214 -0.26 -0.17 0.21
H 0.96329 0.98389 -0.83537 -0.22 0.63 0.25
H 0.25804 -1.13429 -2.55987 -0.03 -0.06 0.16
H -4.14132 0.76446 1.45381 -0.19 -0.04 0.21
H -0.58014 0.41873 5.33718 -0.29 0.15 -0.16
H 2.55415 0.96758 -1.51827 0.27 0.12 0.19
H 0.38236 -5.32442 -0.22549 0.36 0.39 0.03
H 1.66199 0.65169 1.33521 0.08 0.85 0.50
H -4.06998 1.21307 2.91217 0.01 0.00 -0.08
H -0.95149 -2.79997 -0.22182 -0.26 -0.14 -0.02
H -0.95882 -1.36699 3.80387 0.17 -0.47 0.18
H 0.72553 -1.47825 4.46049 -0.04 -0.17 -0.01
```
Forces are in eV/Å.